This record from the OMol25 dataset describes the ion C4H8NO3 with charge -1. The level of theory is the ωB97M-V functional and the def2-TZVPD basis.

```
16
Properties=species:S:1:pos:R:3:forces:R:3:mulliken_charge:R:1
H 0.2722 1.3705 -1.1098 0.121 -0.117 -0.058 0.310
H 1.2308 -1.6336 -0.6835 -0.337 1.684 1.648 0.260
H -1.0861 -0.9184 0.3887 -0.532 0.337 0.892 0.243
N 0.9215 -0.7689 -0.1454 1.205 -0.944 1.432 -0.188
H 0.4691 1.1040 1.5018 -1.643 1.414 -1.828 0.318
C -0.4754 -0.3986 -0.3222 0.698 -1.354 -1.238 -0.609
H -1.7513 1.9823 -2.4631 0.034 -1.533 1.818 0.147
H -2.7059 1.5622 -0.8065 1.031 0.524 -1.314 0.100
O -2.3499 -0.0813 -1.8907 0.477 1.345 -1.213 -0.851
C 1.4615 -0.5611 1.1480 0.101 -0.570 -2.007 0.520
H -0.8502 -0.8664 -1.2694 0.265 0.435 0.474 0.446
O 2.3686 -1.1716 1.6455 0.710 -0.978 -0.127 -0.629
C -1.8815 1.1672 -1.5591 -2.871 -0.215 0.903 -0.334
H -0.7353 1.7874 0.2330 -0.220 -0.569 -0.030 0.269
C -0.6359 1.0463 -0.5892 -0.012 1.664 -1.120 -0.563
O 0.9681 0.4369 1.8903 0.972 -1.123 1.766 -0.438
```
Forces are in eV/Å.

SMILES string	O=C(O)NCCC[O-]
E	-437.671596	a.u.
net charge	-1